No. 1
DFT (ωB97M-V/def2-TZVPD) results for a 3-piece molecular cluster, C4H14NO3 overall.

Each atom is followed by the atoms it is bonded to, with distances in Å.
Geometry (Å):
1 H -0.332 1.934 0.822  C6 1.015
2 H -0.651 -2.221 -1.647  C9 1.192
3 H 3.007 1.031 -0.609  O17 0.949
4 H 0.675 2.566 -2.696  O11 0.911
5 H -0.450 1.335 2.499  C6 1.123
6 C -0.186 1.132 1.428  H1 1.015, H5 1.123, C18 1.524, H19 1.150
7 C -1.138 -0.998 1.679  H12 1.127, C18 1.392, O21 1.214
8 H -1.971 0.347 0.446  C18 1.049
9 C -1.161 -1.143 -1.643  H2 1.192, H10 1.020, H15 1.162, N20 1.548
10 H -2.173 -1.174 -1.523  C9 1.020
11 O 0.572 1.764 -2.276  H4 0.911, H16 1.047
12 H -1.787 -0.734 2.562  C7 1.127
13 H 3.384 0.875 0.726  O17 0.966
14 H 0.414 -1.171 -0.268  N20 1.049
15 H -0.913 -0.677 -2.678  C9 1.162
16 H 1.556 1.408 -2.282  O11 1.047
17 O 2.578 0.784 0.201  H3 0.949, H13 0.966
18 C -1.018 0.042 0.761  C6 1.524, C7 1.392, H8 1.049, N20 1.582
19 H 0.892 0.754 1.564  C6 1.150
20 N -0.298 -0.457 -0.556  C9 1.548, H14 1.049, C18 1.582, H22 0.999
21 O -0.499 -1.992 1.402  C7 1.214
22 H 0.248 0.262 -0.985  N20 0.999

HOMO energy (eV): -14.328
Total charge: +1
ΔE to the lowest compared entry with this formula, charge and spin (eV): 2.469

In the natural (NBO) picture, each atom carries the following charge in e: atom 1 (H): 0.234, atom 2 (H): 0.238, atom 3 (H): 0.465, atom 4 (H): 0.492, atom 5 (H): 0.253, atom 6 (C): -0.627, atom 7 (C): 0.414, atom 8 (H): 0.235, atom 9 (C): -0.420, atom 10 (H): 0.229, atom 11 (O): -0.951, atom 12 (H): 0.173, atom 13 (H): 0.491, atom 14 (H): 0.462, atom 15 (H): 0.251, atom 16 (H): 0.470, atom 17 (O): -0.950, atom 18 (C): -0.126, atom 19 (H): 0.261, atom 20 (N): -0.531, atom 21 (O): -0.519, atom 22 (H): 0.456



No. 2
DFT (ωB97M-V/def2-TZVPD) results for a 3-piece molecular cluster, C4H14NO3 overall.

Each atom is followed by the atoms it is bonded to, with distances in Å.
Geometry (Å):
1 H -1.648 -0.290 -0.392  C21 1.077
2 H 2.270 0.348 0.916  C15 1.127
3 N 0.523 -0.261 -0.071  H6 1.049, C15 1.497, H16 1.055, C21 1.533
4 O -1.028 2.949 -2.618  H12 0.967, H17 0.971
5 H -1.064 2.945 -0.012  O11 0.959
6 H 1.138 -0.813 -0.717  N3 1.049
7 H 1.885 -1.494 2.924  C8 1.109
8 C 1.425 -1.509 1.914  H7 1.109, H10 1.124, H14 1.100, C15 1.506
9 H 0.824 0.558 1.867  C15 1.123
10 H 2.005 -2.303 1.369  C8 1.124
11 O -1.085 2.443 0.805  H5 0.959, H22 0.965
12 H -0.240 2.941 -3.178  O4 0.967
13 O 0.319 -2.322 -1.842  C20 1.189
14 H 0.447 -1.981 2.091  C8 1.100
15 C 1.321 -0.192 1.193  H2 1.127, N3 1.497, C8 1.506, H9 1.123
16 H 0.402 0.721 -0.436  N3 1.055
17 H -1.617 3.473 -3.185  O4 0.971
18 H -1.432 -2.889 -1.344  C20 1.121
19 H -1.061 -1.458 0.782  C21 1.089
20 C -0.622 -2.142 -1.139  O13 1.189, H18 1.121, C21 1.547
21 C -0.838 -0.962 -0.161  H1 1.077, N3 1.533, H19 1.089, C20 1.547
22 H -1.925 2.238 1.233  O11 0.965

HOMO energy (spin up / spin down) (eV): -17.750 / -17.750
Total charge: +2
2S+1: 2
ΔE to the lowest compared entry with this formula, charge and spin (eV): 2.276

In the natural (NBO) picture, each atom carries the following charge in e: atom 1 (H): 0.342, atom 2 (H): 0.278, atom 3 (N): -0.513, atom 4 (O): -0.976, atom 5 (H): 0.520, atom 6 (H): 0.429, atom 7 (H): 0.312, atom 8 (C): -0.678, atom 9 (H): 0.274, atom 10 (H): 0.238, atom 11 (O): -1.002, atom 12 (H): 0.479, atom 13 (O): 0.006, atom 14 (H): 0.213, atom 15 (C): -0.252, atom 16 (H): 0.501, atom 17 (H): 0.499, atom 18 (H): 0.363, atom 19 (H): 0.312, atom 20 (C): 0.432, atom 21 (C): -0.284, atom 22 (H): 0.507



No. 3
DFT (ωB97M-V/def2-TZVPD) results for a 2-piece molecular cluster, C4H14NOS overall.

Each atom is followed by the atoms it is bonded to, with distances in Å.
Geometry (Å):
1 C 0.025 1.282 -0.552  C3 1.640, C13 1.579, H14 1.183, H18 1.052
2 H -0.390 -1.689 -2.743  S19 1.252
3 C 0.932 0.481 0.554  C1 1.640, N6 1.485, C9 1.513, H11 1.152
4 H 0.858 0.315 2.645  C9 1.079
5 H -2.449 -2.470 1.283  O8 1.036
6 N 0.850 -0.955 0.185  C3 1.485, H7 1.033, H15 1.090, H16 1.096
7 H 0.836 -0.993 -0.848  N6 1.033
8 O -1.799 -1.691 1.072  H5 1.036, H20 0.991
9 C 0.316 0.854 1.884  C3 1.513, H4 1.079, H12 1.108, H21 1.087
10 H 1.144 0.473 -2.363  C13 1.065
11 H 2.022 0.850 0.516  C3 1.152
12 H 0.260 1.960 1.909  C9 1.108
13 C 0.164 0.696 -2.011  C1 1.579, H10 1.065, H17 1.118, S19 1.853
14 H 0.363 2.416 -0.533  C1 1.183
15 H 1.718 -1.613 0.241  N6 1.090
16 H 0.133 -1.512 0.800  N6 1.096
17 H -0.183 1.473 -2.737  C13 1.118
18 H -1.015 1.155 -0.456  C1 1.052
19 S -0.975 -0.759 -2.144  H2 1.252, C13 1.853
20 H -2.079 -0.933 1.646  O8 0.991
21 H -0.729 0.659 1.654  C9 1.087

HOMO energy (eV): -12.932
Total charge: +1
ΔE to the lowest compared entry with this formula, charge and spin (eV): 2.349

In the natural (NBO) picture, each atom carries the following charge in e: atom 1 (C): -0.423, atom 2 (H): 0.127, atom 3 (C): -0.050, atom 4 (H): 0.238, atom 5 (H): 0.517, atom 6 (N): -0.767, atom 7 (H): 0.460, atom 8 (O): -0.983, atom 9 (C): -0.629, atom 10 (H): 0.226, atom 11 (H): 0.235, atom 12 (H): 0.259, atom 13 (C): -0.556, atom 14 (H): 0.257, atom 15 (H): 0.440, atom 16 (H): 0.502, atom 17 (H): 0.265, atom 18 (H): 0.221, atom 19 (S): -0.034, atom 20 (H): 0.491, atom 21 (H): 0.205



No. 4
DFT (ωB97M-V/def2-TZVPD) results for a 2-piece molecular cluster, C4H14NSi overall.

Each atom is followed by the atoms it is bonded to, with distances in Å.
Geometry (Å):
1 C 0.739 -2.106 -1.296  Si7 1.937, H9 1.132, H10 1.124, H16 1.147
2 H 1.700 1.697 -0.232  N11 0.969
3 H -0.998 0.274 0.935  C5 1.128
4 C -3.745 1.397 0.280  H6 1.081, H13 1.194, H14 1.106, H17 1.158
5 C -0.006 -0.026 1.382  H3 1.128, Si7 1.861, H8 1.201, H20 1.101
6 H -3.080 0.545 0.296  C4 1.081
7 Si 1.065 -0.738 0.036  C1 1.937, C5 1.861, N11 1.972, C15 1.854
8 H 0.583 0.845 1.962  C5 1.201
9 H -0.258 -2.061 -1.831  C1 1.132
10 H 1.637 -2.443 -1.881  C1 1.124
11 N 1.961 0.871 -0.666  H2 0.969, Si7 1.972, C15 1.561, H19 1.066
12 H 3.280 0.119 0.980  C15 1.088
13 H -4.524 1.425 1.184  C4 1.194
14 H -4.180 1.330 -0.735  C4 1.106
15 C 2.841 -0.207 0.039  Si7 1.854, N11 1.561, H12 1.088, H18 1.076
16 H 0.487 -2.977 -0.593  C1 1.147
17 H -3.235 2.436 0.315  C4 1.158
18 H 3.658 -0.578 -0.554  C15 1.076
19 H 2.275 1.087 -1.662  N11 1.066
20 H -0.201 -0.888 2.038  C5 1.101

HOMO energy (eV): -15.177
Total charge: +1
ΔE to the lowest compared entry with this formula, charge and spin (eV): 1.312

In the natural (NBO) picture, each atom carries the following charge in e: atom 1 (C): -1.112, atom 2 (H): 0.418, atom 3 (H): 0.290, atom 4 (C): -0.869, atom 5 (C): -1.144, atom 6 (H): 0.185, atom 7 (Si): 1.696, atom 8 (H): 0.288, atom 9 (H): 0.286, atom 10 (H): 0.287, atom 11 (N): -0.858, atom 12 (H): 0.253, atom 13 (H): 0.241, atom 14 (H): 0.228, atom 15 (C): -0.665, atom 16 (H): 0.269, atom 17 (H): 0.218, atom 18 (H): 0.267, atom 19 (H): 0.446, atom 20 (H): 0.277



no.,E (a.u.)
1,-440.96765
2,-440.46580
3,-688.67638
4,-504.76267